{"formula": "C9H14", "method": "ωB97M-V with the def2-TZVPD basis set", "gap_ev": 9.985, "e_homo_ev": -8.959, "mol_weight_g_mol": 122.21, "lumo_ev": 1.0, "de_lowest_kcal_mol": 25.3, "total_charge": 0, "symbols": ["C", "C", "C", "C", "C", "C", "C", "H", "H", "H", "H", "H", "H", "H", "H", "C", "C", "H", "H", "H", "H", "H", "H"], "xyz": [[-1.486, 1.534, 0.886], [-0.021, 1.228, 0.999], [0.636, 0.691, -0.118], [1.990, 0.677, -0.365], [2.773, 1.244, 0.631], [2.201, 1.923, 1.708], [0.821, 1.823, 1.943], [-1.586, 2.559, 0.498], [-2.033, 1.520, 1.829], [-2.066, 0.940, 0.159], [-0.009, 0.345, -0.914], [2.458, 0.236, -1.233], [3.844, 1.235, 0.776], [2.779, 2.278, 2.567], [0.525, 2.349, 2.840], [-1.537, -3.153, -1.052], [-1.202, -1.929, -1.922], [-1.394, -4.069, -1.635], [-0.974, -3.147, -0.111], [-2.620, -3.238, -0.879], [-2.009, -1.573, -2.575], [-0.467, -2.284, -2.666], [-0.625, -1.188, -1.365]]}